67
Properties=species:S:1:pos:R:3 method="wB97M-V/def2-TZVPD" multiplicity=1 lumo_ha=0.00361 e_homo_ev=-9.34 smiles="C[N+](=O)[O-].Fc1ccccc1.Fc1ccccc1.Fc1ccccc1.BrCCBr.BrCCBr.BrCCBr" molar_mass_g_mol=912.938 charge=0 e_tot_ha=-16919.4164 fmax_ev_per_a=1.61
Br 21.25 14.31 -10.44
Br 23.14 14.48 -4.86
Br 23.56 17.91 -5.59
Br 24.03 15.47 -12.30
Br 18.07 21.88 -11.63
Br 19.41 18.60 -12.25
F 27.07 14.04 -5.76
F 25.54 21.35 -10.36
F 24.53 23.32 -8.18
O 21.47 19.56 -8.11
O 22.02 19.18 -10.17
N 22.25 19.58 -9.04
C 21.22 24.19 -5.94
C 23.39 23.13 -6.13
C 18.44 20.54 -10.28
C 25.99 19.16 -11.06
C 22.45 24.41 -7.99
C 21.68 15.73 -4.98
C 28.18 18.61 -11.81
C 21.29 24.59 -7.26
C 27.10 14.99 -6.70
C 26.40 20.44 -10.83
C 22.28 23.48 -5.37
C 23.43 23.60 -7.44
C 18.17 19.15 -10.83
C 27.29 17.10 -8.48
C 26.09 16.82 -7.84
C 28.29 15.22 -7.37
C 26.90 18.18 -11.50
C 23.63 15.91 -10.45
C 25.98 15.71 -7.00
C 28.55 19.95 -11.78
C 23.63 20.10 -8.80
C 21.99 16.79 -5.99
C 27.67 20.85 -11.21
C 23.02 14.74 -9.71
C 28.39 16.27 -8.28
H 22.87 14.91 -8.65
H 24.51 16.28 -9.93
H 24.98 18.89 -10.77
H 21.16 17.50 -6.09
H 28.91 17.86 -12.12
H 23.73 20.36 -7.75
H 22.52 24.84 -8.98
H 29.22 14.72 -7.16
H 22.11 23.25 -4.33
H 24.08 22.41 -5.72
H 25.25 17.48 -8.06
H 17.87 20.75 -9.38
H 20.32 24.28 -5.35
H 20.42 25.11 -7.64
H 25.07 15.48 -6.46
H 20.79 15.18 -5.26
H 23.69 13.89 -9.81
H 17.15 19.02 -11.18
H 26.66 17.13 -11.58
H 24.32 19.30 -9.05
H 21.44 16.11 -3.99
H 29.32 16.61 -8.73
H 22.97 16.77 -10.52
H 29.46 20.38 -12.18
H 22.15 16.42 -6.99
H 28.02 21.86 -11.01
H 18.37 18.41 -10.06
H 23.72 21.01 -9.38
H 27.38 18.03 -9.02
H 19.50 20.56 -10.04